A cluster of 18 separate species, C44H130N22O24 in total at a distorted geometry, computed with ωB97M-V/def2-TZVPD.

Geometry (Å):
C (-2.440, -1.633, 8.003)
O (-2.504, -1.559, 6.587)
C (-2.658, -0.235, 6.083)
C (-2.180, -0.280, 4.663)
N (-0.735, -0.551, 4.626)
C (-0.133, -0.541, 3.291)
C (-0.861, -1.360, 2.218)
O (-1.019, -2.708, 2.640)
C (-1.544, -3.534, 1.622)
H (-2.272, -2.692, 8.203)
H (-3.415, -1.383, 8.431)
H (-1.573, -1.064, 8.341)
H (-2.037, 0.510, 6.594)
H (-3.695, 0.069, 6.259)
H (-2.464, 0.666, 4.180)
H (-2.703, -1.023, 4.047)
H (-0.842, -1.561, 4.758)
H (0.891, -0.875, 3.451)
H (-0.032, 0.468, 2.886)
H (-0.220, -1.380, 1.327)
H (-1.830, -0.958, 1.906)
H (-0.785, -4.081, 1.059)
H (-2.236, -3.053, 0.923)
H (-2.211, -4.230, 2.137)
C (0.861, 8.225, 0.605)
O (-0.133, 7.932, -0.381)
C (0.174, 6.828, -1.141)
C (-1.100, 6.297, -1.816)
N (-1.836, 7.352, -2.494)
C (-3.297, 7.070, -2.600)
C (-4.007, 8.341, -3.050)
O (-3.778, 9.289, -2.040)
C (-4.239, 10.587, -2.413)
H (0.900, 7.456, 1.381)
H (0.503, 9.122, 1.104)
H (1.821, 8.326, 0.098)
H (0.594, 5.982, -0.573)
H (0.984, 7.003, -1.879)
H (-1.689, 5.867, -1.000)
H (-0.811, 5.423, -2.417)
H (-1.544, 7.291, -3.468)
H (-3.592, 6.771, -1.591)
H (-3.414, 6.172, -3.220)
H (-5.058, 8.069, -3.201)
H (-3.529, 8.679, -3.976)
H (-3.821, 11.227, -1.637)
H (-5.329, 10.565, -2.320)
H (-3.924, 10.883, -3.415)
C (-9.799, 2.695, -1.907)
O (-9.171, 1.725, -1.113)
C (-8.068, 2.208, -0.391)
C (-7.234, 1.041, 0.102)
N (-6.326, 0.589, -0.953)
C (-5.504, -0.599, -0.700)
C (-4.109, -0.354, -1.266)
O (-3.336, -1.517, -1.004)
C (-2.047, -1.408, -1.608)
H (-10.560, 3.261, -1.358)
H (-10.332, 2.240, -2.743)
H (-9.138, 3.449, -2.347)
H (-8.473, 2.812, 0.429)
H (-7.371, 2.798, -0.999)
H (-7.860, 0.170, 0.346)
H (-6.722, 1.221, 1.049)
H (-6.917, 0.371, -1.747)
H (-5.958, -1.443, -1.220)
H (-5.404, -0.780, 0.372)
H (-3.626, 0.549, -0.884)
H (-4.248, -0.247, -2.348)
H (-1.764, -2.323, -2.126)
H (-1.267, -1.128, -0.899)
H (-2.092, -0.638, -2.381)
C (0.837, -6.834, 8.777)
O (1.589, -7.309, 7.697)
C (2.974, -6.989, 7.794)
C (3.637, -7.327, 6.466)
N (3.576, -6.155, 5.597)
C (3.997, -6.329, 4.232)
C (3.886, -5.028, 3.451)
O (2.509, -4.764, 3.250)
C (2.285, -3.422, 2.914)
H (0.819, -7.443, 9.690)
H (-0.230, -6.743, 8.564)
H (1.144, -5.828, 9.085)
H (3.493, -7.614, 8.534)
H (3.140, -5.988, 8.199)
H (3.378, -8.293, 6.024)
H (4.681, -7.452, 6.784)
H (2.677, -5.700, 5.674)
H (3.433, -7.126, 3.726)
H (5.048, -6.634, 4.205)
H (4.356, -5.170, 2.469)
H (4.428, -4.195, 3.909)
H (1.248, -3.173, 2.699)
H (2.923, -3.166, 2.054)
H (2.669, -2.740, 3.683)
C (1.892, -11.049, 3.015)
O (0.551, -10.602, 3.063)
C (0.126, -9.958, 1.887)
C (0.627, -8.502, 1.767)
N (1.910, -8.404, 1.080)
C (2.195, -7.087, 0.545)
C (3.574, -7.031, -0.137)
O (4.197, -5.760, -0.112)
C (3.565, -4.761, -0.884)
H (2.061, -11.605, 3.938)
H (2.569, -10.192, 3.050)
H (2.080, -11.708, 2.164)
H (-0.963, -10.019, 1.916)
H (0.413, -10.564, 1.016)
H (0.662, -8.009, 2.738)
H (-0.103, -7.970, 1.137)
H (1.942, -9.041, 0.290)
H (2.208, -6.374, 1.374)
H (1.485, -6.675, -0.188)
H (3.480, -7.430, -1.155)
H (4.296, -7.685, 0.354)
H (2.534, -4.633, -0.536)
H (3.521, -5.007, -1.950)
H (4.081, -3.806, -0.801)
C (-2.118, 2.120, -3.825)
O (-1.223, 1.755, -2.797)
C (-1.138, 2.721, -1.777)
C (-0.072, 2.446, -0.722)
N (1.240, 2.817, -1.221)
C (2.320, 2.767, -0.203)
C (2.358, 1.444, 0.562)
O (2.214, 0.354, -0.333)
C (2.619, -0.875, 0.226)
H (-3.126, 2.278, -3.427)
H (-2.130, 1.349, -4.593)
H (-1.860, 3.067, -4.314)
H (-2.060, 2.661, -1.181)
H (-0.917, 3.728, -2.139)
H (-0.036, 1.385, -0.439)
H (-0.314, 3.007, 0.183)
H (1.545, 2.632, -2.161)
H (2.120, 3.593, 0.483)
H (3.280, 2.934, -0.690)
H (1.547, 1.449, 1.294)
H (3.343, 1.470, 1.036)
H (1.907, -1.184, 1.000)
H (3.620, -0.858, 0.667)
H (2.613, -1.678, -0.513)
C (-4.776, 3.499, -3.266)
O (-4.548, 4.272, -4.186)
N (-4.491, 3.798, -1.941)
N (-5.429, 2.311, -3.344)
H (-4.708, 3.130, -1.225)
H (-4.033, 4.672, -1.755)
H (-5.906, 2.024, -4.181)
H (-5.386, 1.670, -2.567)
C (1.058, 4.168, -4.257)
O (1.269, 2.934, -4.319)
N (1.387, 4.944, -3.204)
N (0.643, 4.831, -5.360)
H (1.541, 4.475, -2.308)
H (1.441, 5.930, -3.371)
H (0.484, 5.820, -5.297)
H (0.622, 4.392, -6.262)
C (0.007, 4.040, 2.236)
O (-0.523, 4.823, 1.435)
N (-0.591, 2.907, 2.648)
N (1.211, 4.306, 2.795)
H (-1.462, 2.660, 2.215)
H (-0.113, 2.296, 3.286)
H (1.532, 5.253, 2.713)
H (1.773, 3.643, 3.306)
C (-2.182, -0.664, -8.096)
O (-3.215, -1.137, -8.565)
N (-1.168, -0.135, -8.840)
N (-1.906, -0.763, -6.756)
H (-1.407, 0.183, -9.760)
H (-0.408, 0.226, -8.300)
H (-2.648, -1.153, -6.208)
H (-1.043, -0.372, -6.395)
C (1.621, -3.161, -4.095)
O (1.961, -4.305, -4.396)
N (0.993, -2.921, -2.898)
N (1.895, -2.047, -4.802)
H (0.968, -1.942, -2.629)
H (0.535, -3.638, -2.375)
H (2.553, -2.089, -5.560)
H (1.597, -1.126, -4.524)
C (4.591, 2.102, -3.380)
O (5.753, 1.715, -3.236)
N (4.287, 3.423, -3.405)
N (3.539, 1.288, -3.641)
H (4.996, 4.122, -3.296)
H (3.382, 3.677, -3.753)
H (2.584, 1.594, -3.800)
H (3.749, 0.307, -3.707)
C (3.835, 1.036, 3.703)
O (2.796, 1.660, 3.967)
N (5.049, 1.613, 3.562)
N (3.781, -0.304, 3.523)
H (5.085, 2.585, 3.807)
H (5.742, 1.222, 2.922)
H (2.915, -0.792, 3.606)
H (4.691, -0.739, 3.527)
C (6.706, 0.371, 0.406)
O (6.748, 0.589, 1.640)
N (7.269, -0.664, -0.226)
N (6.160, 1.322, -0.374)
H (7.903, -1.274, 0.256)
H (7.058, -0.819, -1.195)
H (5.573, 1.973, 0.116)
H (6.300, 1.309, -1.376)
O (-2.971, 2.906, -6.386)
H (-3.302, 2.041, -6.654)
H (-3.480, 3.137, -5.592)
O (4.757, 4.499, 1.108)
H (5.539, 4.612, 0.557)
H (5.104, 4.255, 1.973)
O (0.211, 1.164, -6.248)
H (0.133, 1.864, -5.582)
H (1.160, 1.075, -6.389)
O (0.793, -0.076, -2.596)
H (1.202, 0.281, -1.787)
H (0.174, 0.627, -2.903)

Summary:
LUMO level   -0.06 eV
Orbital gap   8.4 eV
F_max   2.67 eV/Å